[1]
17
Properties=species:S:1:pos:R:3:forces:R:3:mulliken_charge:R:1 method="wB97M-V/def2-TZVPD" homo_ev=-10.38 smiles="C[C@@H](O)[C@H](N)C(=O)O" homo_lumo_gap_ev=11.07 multiplicity=1
C 0.12914 0.57068 0.14615 0.205 0.483 -0.074 0.44
C -1.17908 1.30028 -0.19472 0.336 -2.366 2.412 0.32
C 0.28256 -0.97838 0.15586 -0.441 1.135 -1.206 -0.01
C -0.15244 -1.49674 -1.20685 -0.454 -1.549 -0.340 -1.32
H 0.53699 2.07790 1.39263 -0.116 0.504 0.177 0.20
H 1.42968 0.82167 1.65577 0.859 -0.690 0.442 0.25
H 0.69045 0.90347 -0.72957 0.881 0.181 0.246 0.31
H -0.30193 -1.24724 1.03622 0.285 -0.976 -0.151 0.39
H 2.01438 -1.19863 -0.53784 1.227 0.238 -2.121 0.36
H 0.16155 -0.84094 -2.02454 -0.170 0.293 0.270 0.38
H -1.24789 -1.61138 -1.24688 0.432 0.004 -0.234 0.34
H 0.34415 -2.48144 -1.47296 -0.780 0.860 0.723 0.36
H -1.46703 1.32276 1.70587 -0.190 0.564 -1.102 0.43
N 0.49027 1.07418 1.45169 0.396 0.398 0.017 -0.87
O -1.49426 1.40367 -1.31908 -1.297 1.056 -1.946 -0.50
O 1.65695 -1.32744 0.30213 -1.269 0.199 2.855 -0.55
O -1.89350 1.70758 0.88613 0.096 -0.335 0.031 -0.51


[2]
70
Properties=species:S:1:pos:R:3:forces:R:3:mulliken_charge:R:1 method="wB97M-V/def2-TZVPD" homo_ev=-9.64 smiles="CCCCCCCCCC[C@@H]1CNC(=O)[C@H]1CCC(F)(F)F.FC(F)C(F)(F)COC(F)(F)C(F)F" homo_lumo_gap_ev=10.03 multiplicity=1
C 6.73103 -1.83200 0.31570 -0.565 0.283 0.610 -0.77
C 7.07854 -0.63348 1.42064 -0.594 -1.129 0.328 -0.36
C 5.74422 0.31075 1.59651 0.330 0.398 0.263 -0.10
C 6.06361 1.89716 1.85930 0.055 0.157 -1.277 -0.81
C 4.73558 2.88785 1.63175 1.207 0.849 0.765 -0.47
C 3.71097 2.89959 2.91152 0.848 -0.231 0.676 -0.69
C 2.68567 1.62277 2.99466 -1.140 0.235 -0.071 -0.53
C 2.24117 0.99145 1.54809 -0.942 -0.474 -0.246 -0.08
C 0.78133 0.18699 1.65459 1.353 -0.329 -0.132 -0.52
C 0.44946 -0.34142 0.13329 -0.463 0.066 0.587 -0.81
C -0.51056 -1.66933 0.06399 1.854 -1.252 -1.166 0.60
C -0.31152 -2.88498 1.14605 -0.423 -0.363 -0.416 -0.60
N -0.86642 -4.07614 0.35194 0.920 0.047 -2.744 -0.32
C -0.74458 -3.87831 -1.15560 -1.065 -2.484 -1.722 0.22
O -1.19904 -4.72958 -2.08018 2.844 5.122 5.580 -0.61
C 0.08012 -2.46618 -1.27330 -0.553 -0.658 -0.388 -0.40
C 0.13502 -1.66041 -2.70369 0.198 -0.240 0.578 -0.61
C -1.34715 -1.07877 -3.11454 0.011 -0.265 -0.315 -0.44
C -1.30842 0.37528 -3.89790 -0.915 -0.177 -0.654 0.81
F -1.86410 1.46798 -3.04281 1.980 -3.067 -2.839 -0.22
F 0.03405 0.77086 -4.38374 -4.654 -0.948 1.431 -0.26
F -2.26490 0.23277 -5.05867 3.182 1.109 3.263 -0.30
H 7.28005 -1.60658 -0.69389 -1.124 -0.743 1.925 0.22
H 5.55126 -1.83212 0.14789 2.584 0.010 0.171 0.16
H 6.97651 -2.89637 0.77094 -0.195 2.245 -1.235 0.28
H 8.04695 -0.04455 1.12350 -1.978 -1.040 0.533 0.30
H 7.27973 -1.21458 2.44179 -0.275 1.563 -2.107 0.23
H 5.11819 0.25920 0.58553 1.232 0.032 2.290 0.12
H 5.13465 -0.12458 2.52262 1.009 0.914 -2.227 0.13
H 6.60078 2.09752 2.88480 -1.284 -0.418 -1.865 0.25
H 6.84226 2.22351 1.01657 -1.574 -0.709 1.770 0.33
H 4.23511 2.69258 0.59218 0.850 0.153 2.091 0.25
H 5.19845 3.98613 1.56854 -1.053 -2.299 0.096 0.31
H 3.15794 3.95302 3.01027 0.977 -2.488 -0.502 0.30
H 4.39758 2.83573 3.88599 -1.405 0.243 -2.083 0.24
H 1.68718 2.03052 3.50184 2.070 -0.930 -1.044 0.31
H 3.05763 0.75019 3.70731 -0.519 1.895 -1.601 0.28
H 2.99758 0.18304 1.11908 -1.422 1.833 1.116 -0.13
H 2.11321 1.79889 0.69553 0.332 -1.369 1.883 0.24
H 0.98514 -0.73009 2.38518 -0.610 1.799 -1.603 0.22
H -0.06515 0.83800 2.13947 1.626 -1.165 -1.157 0.32
H 1.46799 -0.61507 -0.42455 -2.139 0.570 1.449 0.19
H -0.04265 0.52390 -0.50134 0.925 -1.697 1.320 0.22
H -1.67292 -1.54760 -0.01967 2.285 0.240 0.091 0.20
H -0.98958 -2.72453 2.09881 1.575 -0.367 -1.887 0.27
H 0.78169 -3.19866 1.42358 -1.836 1.325 -0.338 0.30
H -0.42388 -4.99947 0.56315 -0.890 1.070 0.015 0.31
H 1.21289 -2.77266 -1.07250 -2.367 0.586 -0.091 0.37
H 0.56249 -2.40314 -3.52878 -1.183 1.639 1.730 0.40
H 0.95285 -0.81305 -2.57829 -1.949 -1.626 -0.298 0.32
H -1.84813 -1.91347 -3.80482 1.027 2.261 1.294 0.40
H -2.08172 -0.93756 -2.19586 1.790 -0.165 -1.829 -0.05
C -6.60545 2.02201 -1.84839 -0.620 0.636 -0.713 -0.77
C -5.37734 2.27745 -0.96111 -0.743 0.544 0.504 0.85
C -4.35499 1.14593 -0.93347 0.955 -0.306 0.067 0.40
F -4.87472 -0.01225 -0.46743 0.460 0.307 -0.030 -0.26
F -3.31836 1.45882 -0.10861 -0.185 0.218 -0.118 -0.28
F -5.79367 2.60104 0.29185 0.270 -0.235 -0.259 -0.28
F -4.75684 3.39931 -1.44495 0.123 -0.569 -0.155 -0.32
O -7.77953 1.54374 -1.18290 0.816 -1.673 0.582 -0.41
C -7.81993 0.13519 -0.95719 -0.067 1.226 -1.820 0.74
C -7.77868 -0.23378 0.53087 0.150 -0.194 0.986 0.21
F -6.67474 0.26539 1.14371 -0.598 -0.011 -0.245 -0.20
F -7.73630 -1.58181 0.69901 -0.123 0.269 -0.467 -0.25
F -6.83726 -0.45734 -1.67685 -0.777 -0.325 0.420 -0.25
F -8.99065 -0.29335 -1.50298 0.379 0.053 0.718 -0.30
H -6.90441 2.99815 -2.25115 0.084 -0.138 0.353 0.44
H -6.36525 1.42467 -2.73586 0.117 -0.031 0.384 0.36
H -3.94230 0.96540 -1.93272 -0.156 0.158 0.035 0.05
H -8.65767 0.15047 1.05576 -0.032 0.056 -0.259 0.24


[3]
66
Properties=species:S:1:pos:R:3:forces:R:3:mulliken_charge:R:1 method="wB97M-V/def2-TZVPD" homo_ev="-5.51 / -7.11" homo_lumo_gap_ev="5.84 / 7.43" s_squared=0.951 multiplicity=2
Mn 0.07191 0.05033 0.19411 0.480 0.934 0.817 -0.73
O -2.04913 0.20964 3.75092 0.027 0.001 0.019 -0.64
C -1.58252 0.08924 2.47854 -0.163 -0.061 -0.053 -0.21
O -0.33517 -0.00126 2.27541 -0.105 0.033 0.168 -0.34
C -2.51756 0.01024 1.42769 0.030 0.042 0.083 0.09
C -3.94019 0.05188 1.42836 0.033 0.029 -0.014 -1.08
C -4.58889 -0.00864 0.22182 -0.004 0.010 -0.061 -0.94
C -3.87758 -0.11159 -1.00433 -0.066 -0.010 -0.002 -0.80
C -2.50122 -0.15297 -0.93423 0.033 0.086 0.127 0.00
N -1.87561 -0.09633 0.23049 0.039 -0.313 -0.250 2.61
C -1.52295 -0.23288 -2.10884 0.108 -0.017 -0.051 0.13
O -1.96007 -0.40397 -3.23527 -0.010 0.010 0.001 -0.79
O -0.28334 -0.11768 -1.76387 -0.210 0.043 -0.237 -0.34
H -1.26721 0.26836 4.31524 0.000 -0.003 0.012 0.45
H -4.48346 0.14589 2.35887 0.006 -0.009 -0.004 0.57
H -5.67124 0.03297 0.20296 0.005 -0.008 0.001 0.42
H -4.36810 -0.15162 -1.96569 -0.012 0.001 0.021 0.58
C 2.77977 -2.08966 -0.58348 0.044 -0.058 -0.046 -1.36
P 2.26794 -0.38213 -0.23202 -0.257 0.009 -0.177 1.56
C 3.01427 0.51033 -1.63128 0.088 0.006 -0.044 -1.39
C 3.23654 0.10324 1.23374 0.015 -0.024 0.011 -0.88
C 3.03919 1.60076 1.37353 0.135 0.207 0.036 -1.37
P 1.20720 2.08686 0.96457 0.077 -0.893 0.033 1.45
C 1.66596 3.61867 0.08422 0.052 0.086 -0.049 -1.70
C 0.81883 2.64087 2.65926 -0.039 0.103 -0.023 -1.68
H 2.26063 -2.43873 -1.47642 -0.005 0.024 0.003 0.35
H 2.48630 -2.72779 0.24638 0.054 0.008 0.013 0.25
H 3.85853 -2.14540 -0.74090 0.000 0.007 -0.008 0.47
H 4.08931 0.33094 -1.70031 -0.008 -0.012 -0.002 0.42
H 2.83527 1.58091 -1.55673 0.000 -0.017 0.028 0.29
H 2.52484 0.16153 -2.54147 -0.026 -0.015 0.019 0.38
H 4.28467 -0.19707 1.15190 0.010 0.033 -0.016 0.60
H 2.79360 -0.43332 2.07818 -0.009 -0.023 -0.013 0.26
H 3.69165 2.11462 0.66228 0.017 -0.008 0.031 0.45
H 3.30174 1.96539 2.36935 0.052 -0.040 0.005 0.51
H 2.57276 4.03563 0.52323 -0.009 0.007 -0.014 0.53
H 0.86019 4.34360 0.16719 0.014 0.013 0.003 0.49
H 1.84303 3.42977 -0.97524 -0.041 -0.019 0.019 0.24
H -0.18914 3.03957 2.72695 -0.003 -0.029 0.003 0.27
H 1.53576 3.41193 2.94878 -0.021 0.020 -0.015 0.51
H 0.91397 1.79831 3.33976 0.040 -0.021 -0.022 0.31
C -1.31335 -3.14014 2.78674 -0.020 -0.004 0.105 -1.17
As -0.89348 -3.16853 0.91717 0.038 0.329 -0.116 0.53
C -2.54204 -3.23064 -0.05149 -0.070 -0.050 -0.035 -1.00
C -0.02646 -4.84427 0.59750 0.074 -0.060 -0.027 -1.20
O 0.16307 -1.98170 0.43746 -0.036 -0.451 0.016 -0.19
H -1.69187 -4.11924 3.07997 0.001 0.007 0.017 0.51
H -2.06203 -2.37710 2.98984 0.010 -0.011 -0.023 0.33
H -0.40260 -2.90732 3.33490 0.004 -0.005 0.006 0.32
H -2.98007 -4.22083 0.07643 -0.022 0.009 -0.010 0.55
H -2.33417 -3.04722 -1.10470 -0.001 -0.009 -0.002 0.36
H -3.22379 -2.46796 0.31964 0.004 -0.023 0.006 0.21
H -0.65243 -5.66441 0.94598 0.008 -0.011 -0.005 0.44
H 0.92610 -4.85373 1.12379 -0.002 -0.014 0.014 0.37
H 0.15478 -4.94337 -0.47114 -0.003 0.001 -0.002 0.36
C -1.94145 3.90350 0.97055 0.042 0.076 0.051 -1.61
C -1.56544 2.90169 -0.10509 0.124 -0.073 -0.180 1.18
C -1.34233 3.54156 -1.46693 0.007 0.022 -0.051 -1.45
O -0.43792 2.09631 0.27213 -0.464 0.246 -0.169 -0.23
H -2.85212 4.42889 0.67670 0.009 -0.005 -0.025 0.43
H -1.16173 4.65444 1.12488 -0.001 -0.031 0.011 0.26
H -2.13981 3.40139 1.91908 -0.003 -0.009 -0.025 0.39
H -2.40349 2.21362 -0.21463 -0.056 -0.045 0.050 -0.35
H -0.57404 4.31570 -1.43991 -0.001 -0.007 0.020 0.31
H -2.26685 4.00418 -1.81910 -0.011 -0.018 0.006 0.36
H -1.04289 2.78034 -2.18899 -0.002 0.002 0.016 0.36


[4]
37
Properties=species:S:1:pos:R:3:forces:R:3:mulliken_charge:R:1 method="wB97M-V/def2-TZVPD" homo_ev=-10.49 homo_lumo_gap_ev=5.51 total_charge=+1 multiplicity=1
Na 6.11032 4.05619 -0.59224 -0.415 -0.495 0.123 0.96
Na 0.39334 5.16579 0.52411 0.177 -0.708 0.064 0.96
F 2.73450 2.02033 0.28847 0.225 1.165 -0.124 -0.92
C 1.04505 -2.25359 -5.10732 1.168 0.180 -0.178 -0.66
O -0.32375 -2.05122 -5.44414 -0.488 -1.126 -0.888 -0.33
P -0.90532 -2.99422 -6.65835 -1.841 -1.983 1.862 1.02
O -0.66640 -4.51986 -6.49273 -0.386 4.746 -0.783 -0.64
O -2.51262 -2.51463 -6.56993 3.267 -0.557 -2.406 -0.34
C -3.31144 -2.75830 -5.48014 -0.209 -0.516 2.770 -0.70
O -0.38689 -2.27417 -8.00667 -0.488 -0.808 2.335 -0.27
C 0.28710 -3.12304 -8.93312 -0.804 0.483 -1.765 -0.66
H 1.61464 -1.34590 -5.30672 -0.168 0.125 -0.356 0.26
H 1.48480 -3.06942 -5.68102 -0.021 -0.046 -0.021 0.29
H 1.26687 -2.45579 -4.05946 -0.886 -0.215 0.151 0.28
H -3.07361 -2.02999 -4.70484 -0.487 0.538 -0.054 0.29
H -3.10763 -3.67548 -4.92756 0.321 -0.583 -0.524 0.32
H -4.38081 -2.80743 -5.68537 0.209 0.451 -0.568 0.27
H 0.95827 -3.86769 -8.50517 -0.114 0.282 0.026 0.34
H 0.72696 -2.41164 -9.63207 0.731 -0.230 0.265 0.24
H -0.50378 -3.55614 -9.54553 0.195 -0.740 0.139 0.30
C -2.27054 2.24305 7.97836 -1.312 -2.022 -0.390 -0.72
O -0.96918 2.76094 7.98076 1.825 1.101 -2.260 -0.30
P -0.11112 2.46610 6.59547 1.784 -0.659 2.539 0.98
O -0.71975 2.67764 5.28741 -0.334 0.194 -0.192 -0.64
O 1.26601 3.34782 6.83498 -1.886 -1.500 -0.255 -0.29
C 1.91014 3.92305 5.70039 0.209 1.022 0.653 -0.62
O 0.37280 0.96051 6.93646 0.543 -0.280 -0.516 -0.30
C 1.08221 0.06901 5.96305 -1.574 1.266 -0.750 -0.53
H -2.78648 2.25050 7.01823 0.367 0.422 -0.378 0.31
H -3.00051 2.67066 8.66567 0.833 0.488 0.394 0.28
H -2.15000 1.18194 8.19653 -0.404 -0.148 0.347 0.30
H 1.22306 4.63288 5.23976 0.156 0.031 -0.199 0.25
H 2.34349 3.26908 4.94366 -0.396 -0.552 0.221 0.29
H 2.73482 4.44807 6.18243 0.052 0.262 -0.384 0.26
H 1.65729 0.67507 5.26298 0.254 0.003 0.251 0.22
H 0.28204 -0.36721 5.36511 0.088 -0.185 0.035 0.27
H 1.68603 -0.74284 6.36853 -0.193 0.596 0.817 0.25


[5]
14
Properties=species:S:1:pos:R:3:forces:R:3:mulliken_charge:R:1 method="wB97M-V/def2-TZVPD" homo_ev=-10.01 smiles="NC(N)=O.O.O" homo_lumo_gap_ev=10.68 multiplicity=1
N -0.23768 0.61113 1.44333 -1.712 1.875 0.446 -0.44
C -0.61456 1.09305 0.18820 1.872 -0.864 1.133 0.56
N -0.80040 2.43396 0.23068 -0.544 1.364 -1.789 -0.41
O -0.64094 0.34542 -0.76961 -0.405 1.348 -0.980 -0.68
H -1.06021 0.74360 2.02724 0.896 -0.624 0.714 0.23
H 0.37424 -0.16461 1.50843 -0.011 -1.200 -0.033 0.23
H -0.75000 2.98314 -0.63844 -0.460 -0.815 0.627 0.24
H -0.65914 2.99403 1.05909 0.283 -0.674 -0.026 0.22
H 1.10850 -1.66480 -0.16470 1.002 0.261 0.680 0.38
H 2.09487 -2.54489 0.46372 0.781 -1.208 0.234 0.29
O 1.80725 -1.65596 0.56348 -1.584 0.985 -0.793 -0.68
H -0.52503 -2.51288 -1.20043 -0.658 -0.894 0.236 0.31
H -0.23349 -1.07998 -1.45055 0.421 -0.360 -0.254 0.54
O 0.14525 -1.98101 -1.60254 0.120 0.807 -0.196 -0.79


[6]
15
Properties=species:S:1:pos:R:3:forces:R:3:mulliken_charge:R:1 method="wB97M-V/def2-TZVPD" homo_ev=-6.80 smiles="CC1=CSC(N)=NN1" homo_lumo_gap_ev=7.72 multiplicity=1
N -1.22395 0.25208 -1.12061 -0.026 0.900 0.080 -0.79
S -1.24285 0.05472 1.60315 -0.821 -0.349 0.625 -0.27
C -1.77651 0.58443 0.00283 2.250 0.291 -1.551 0.64
C 0.38847 -0.45541 1.23312 -0.628 -0.112 -3.739 -0.47
C 0.85137 -0.63157 -0.06874 -4.244 1.000 2.679 0.63
N -2.64325 1.64734 0.05536 0.153 -1.512 0.332 -0.45
N -0.00222 -0.44086 -1.20446 0.725 -0.856 2.929 0.05
C 2.24342 -0.91990 -0.16225 1.968 1.200 -2.165 -1.31
H 0.88284 -0.64159 2.14169 1.211 -0.138 0.529 0.31
H -3.12428 1.73535 0.93768 -0.240 0.665 -0.596 0.19
H -2.69061 2.23767 -0.75247 -0.464 0.166 0.143 0.22
H 0.46737 -0.50319 -2.08658 -0.564 0.477 -0.362 0.25
H 2.54061 -1.36872 0.72955 0.823 -0.477 1.496 0.36
H 2.79554 0.03441 -0.35791 -0.119 -0.729 0.298 0.24
H 2.53407 -1.58477 -0.95036 -0.023 -0.526 -0.696 0.39


Energy relative to the best compared isomer or geometry (same formula, charge and spin) (computed, kcal/mol): 30.6 218.9 42.0 172.8 19.7 66.0
Molar mass (computed, u): 119.12 553.50 566.31 345.13 96.09 129.19